# 1
This record from the Open Molecules 2025 dataset describes a structure of composition C34H26F3N2OReS2Sb. The level of theory is ωB97M-V/def2-TZVPD.

Output
Spin multiplicity ... 2
Charge ... +2
Molecular weight ... 907.69 Da
E_tot ... -2909.84132 a.u.
Energy relative to the best compared isomer or geometry (same formula, charge and spin) ... 2.89 kcal per mole
Kohn-Sham gap (spin up / spin down) ... 5.7295 / 5.8730 eV

The geometry in XYZ format:
```
70
Properties=species:S:1:pos:R:3:forces:R:3:mulliken_spin:R:1
Re -0.858 0.893 -0.395 0.24 -0.23 0.26 1.130
C -4.771 1.124 -2.690 0.00 -0.02 0.00 0.000
C -3.422 1.472 -2.133 -0.06 0.05 0.00 -0.010
N -2.750 0.603 -1.413 0.04 0.05 0.05 -0.034
N -3.393 -0.624 -1.343 -0.08 -0.03 -0.11 -0.001
C -2.852 -1.536 -0.663 0.07 -0.20 0.16 -0.008
S -1.311 -1.241 0.205 -0.01 -0.10 -0.01 -0.056
S -3.646 -3.076 -0.539 0.06 0.01 0.01 0.000
C -2.494 -4.100 0.429 -0.05 0.04 -0.03 0.000
C -1.136 -4.377 -0.171 -0.04 0.02 0.00 0.001
C -0.068 -4.593 0.696 0.04 0.00 0.01 0.000
C 1.179 -4.944 0.202 -0.01 -0.03 -0.01 0.000
C 1.372 -5.073 -1.167 -0.05 -0.04 0.00 -0.001
C 0.315 -4.845 -2.037 0.01 -0.01 0.04 0.000
C -0.936 -4.500 -1.540 0.02 0.01 -0.03 -0.002
C -2.918 2.809 -2.469 0.01 -0.02 0.02 -0.037
C -3.675 3.663 -3.280 0.01 0.00 -0.02 0.001
C -3.203 4.906 -3.660 -0.02 0.02 -0.01 -0.005
C -1.954 5.335 -3.240 0.04 -0.01 0.02 0.003
C -1.180 4.516 -2.432 -0.03 -0.03 -0.01 -0.009
C -1.669 3.280 -2.059 -0.05 -0.07 0.05 0.051
O -0.893 2.513 -1.237 0.05 0.42 -0.26 0.044
H -5.127 0.165 -2.347 0.00 0.01 -0.01 -0.001
H -5.483 1.897 -2.401 0.01 0.01 0.00 0.000
H -4.716 1.115 -3.780 -0.01 0.00 0.00 0.000
H -2.414 -3.699 1.439 0.04 0.02 -0.01 0.000
H -3.061 -5.031 0.518 -0.04 0.01 -0.02 0.000
H -0.218 -4.512 1.767 -0.01 0.00 0.00 0.000
H 1.994 -5.137 0.888 -0.01 0.00 0.00 0.000
H 2.340 -5.370 -1.552 -0.01 -0.01 -0.01 0.000
H 0.454 -4.959 -3.104 0.01 0.00 0.00 0.000
H -1.759 -4.347 -2.228 -0.01 0.00 0.01 0.000
H -4.648 3.359 -3.632 0.00 0.00 0.00 -0.001
H -3.812 5.540 -4.288 -0.01 -0.01 0.00 0.000
H -1.581 6.305 -3.537 0.01 0.00 0.00 0.000
H -0.205 4.821 -2.086 0.04 0.03 0.01 -0.002
F 0.636 0.642 7.390 0.00 0.00 0.00 0.000
C 0.737 0.548 6.071 -0.02 -0.02 -0.01 0.000
C 1.834 1.119 5.446 0.01 0.01 0.00 0.000
C 1.937 1.021 4.069 0.04 -0.01 -0.02 -0.002
C 0.943 0.357 3.350 -0.04 -0.02 -0.02 -0.012
C -0.153 -0.212 3.999 0.01 -0.01 -0.05 -0.002
C -0.259 -0.118 5.374 0.01 0.01 0.05 0.002
Sb 1.093 0.193 1.280 -0.21 0.03 0.02 -0.019
C 1.492 2.068 0.431 -0.01 -0.11 -0.15 -0.087
C 0.995 3.235 1.032 0.04 0.01 0.10 0.040
C 1.270 4.465 0.476 0.00 0.01 0.02 0.004
C 2.040 4.504 -0.680 -0.02 0.03 -0.01 -0.005
F 2.289 5.685 -1.226 -0.01 -0.03 0.01 -0.001
C 2.559 3.371 -1.295 0.01 -0.01 0.01 0.000
C 2.282 2.146 -0.730 0.00 0.04 0.00 0.018
C 2.427 -1.273 0.667 -0.01 0.05 -0.01 0.002
C 3.233 -1.921 1.602 -0.04 0.04 0.05 -0.003
C 4.132 -2.882 1.176 0.04 -0.03 -0.07 0.000
C 4.204 -3.165 -0.179 0.04 0.05 0.05 -0.001
F 5.061 -4.092 -0.591 -0.01 -0.02 0.00 0.000
C 3.411 -2.535 -1.123 -0.02 0.04 -0.02 0.004
C 2.502 -1.587 -0.690 0.03 0.00 0.02 -0.010
H 2.584 1.625 6.038 0.00 0.00 0.00 0.000
H 2.793 1.461 3.573 0.00 0.01 0.00 0.000
H -0.926 -0.728 3.441 0.00 0.01 0.01 0.001
H -1.092 -0.546 5.914 0.00 0.00 -0.01 0.000
H 0.410 3.177 1.944 -0.01 0.00 -0.01 0.008
H 0.916 5.388 0.915 0.00 0.00 0.00 0.000
H 3.172 3.477 -2.180 0.00 -0.01 0.00 0.000
H 2.700 1.247 -1.167 -0.02 0.01 -0.04 0.000
H 3.162 -1.686 2.657 0.01 0.00 0.00 -0.001
H 4.775 -3.410 1.866 -0.01 0.01 0.01 0.000
H 3.500 -2.808 -2.165 0.00 0.01 0.00 0.000
H 1.843 -1.112 -1.407 0.01 -0.02 -0.04 -0.002
```
Positions in Å, forces in eV/Å.



# 2
This record from the Open Molecules 2025 dataset describes the molecule C3H7Cl2N at a distorted geometry. The level of theory is ωB97M-V/def2-TZVPD.

Output
Molecular weight ... 128.00 Da
E_tot ... -1093.53505 a.u.
SMILES ... NC(CCl)CCl
Energy relative to the best compared isomer or geometry (same formula, charge and spin) ... 70.75 kcal per mole
Kohn-Sham gap ... 10.7814 eV

The geometry in XYZ format:
```
13
Properties=species:S:1:pos:R:3:forces:R:3:mulliken_charge:R:1
N 0.136 1.533 0.096 -2.40 -1.42 4.41 -0.589
C 0.037 0.217 -0.421 2.60 -3.80 -1.83 -0.731
C -1.097 -0.730 -0.108 -0.43 -0.65 -0.47 -0.377
Cl -2.638 0.151 -0.356 -0.38 -0.45 0.09 -0.210
C 1.165 -0.549 0.303 1.02 -0.40 1.86 -0.337
Cl 2.575 0.128 -0.454 2.10 0.10 -0.14 -0.173
H -0.496 1.896 -0.541 -1.83 2.61 -1.04 0.308
H -0.479 1.399 1.068 1.84 1.25 -2.84 0.362
H 0.340 0.291 -1.489 -0.69 -0.34 0.44 0.564
H -0.843 -0.794 0.978 -1.53 -0.94 -0.43 0.308
H -1.113 -1.798 -0.710 0.19 2.98 1.70 0.313
H 1.383 -1.828 0.227 -1.43 4.00 0.67 0.261
H 1.030 0.084 1.407 0.93 -2.93 -2.42 0.302
```
Positions in Å, forces in eV/Å.



# 3
This record from the Open Molecules 2025 dataset describes a cluster of 4 separate species, C3H15NO3 in total at a distorted geometry. The level of theory is ωB97M-V/def2-TZVPD.

Output
Molecular weight ... 113.16 Da
E_tot ... -403.64439 a.u.
SMILES ... CN(C)C.O.O.O
Energy relative to the best compared isomer or geometry (same formula, charge and spin) ... 89.65 kcal per mole
Kohn-Sham gap ... 9.5106 eV

The geometry in XYZ format:
```
22
Properties=species:S:1:pos:R:3:forces:R:3:mulliken_charge:R:1
C 0.164 -2.044 1.642 -3.40 1.09 -2.49 -1.223
N 0.158 -1.232 0.338 0.24 -1.15 0.46 -0.027
C -0.692 -2.029 -0.801 4.26 -2.58 5.06 -0.897
C 1.644 -0.992 -0.038 -3.03 -5.07 -0.14 -0.959
H 0.467 -3.067 1.508 0.90 -0.42 0.03 0.445
H 0.592 -1.473 2.412 1.15 0.42 0.85 0.377
H -0.914 -2.117 1.920 0.58 0.00 0.02 0.379
H -1.210 -1.328 -1.328 -1.65 1.48 -1.54 0.237
H -1.300 -2.782 -0.155 0.64 1.45 -1.71 0.367
H 0.115 -2.590 -1.363 -1.35 0.44 0.09 0.353
H 2.018 -0.127 0.362 0.72 2.26 0.72 0.272
H 2.225 -1.917 0.396 -0.62 1.68 -1.20 0.265
H 1.494 -1.056 -1.109 1.42 0.47 -0.33 0.459
O 0.464 4.849 0.878 -1.82 2.00 3.98 -0.635
H -0.042 4.079 0.636 -0.09 -0.78 -0.52 0.377
H -0.050 5.165 1.781 2.12 -1.12 -3.55 0.318
O -0.599 2.219 0.278 0.22 -0.38 -0.39 -0.671
H -0.678 1.347 -0.209 -0.56 1.63 1.63 0.295
H -1.295 2.451 0.921 0.17 -1.26 -0.82 0.300
O -0.793 1.321 -2.697 1.46 -3.00 4.06 -0.633
H -0.575 0.500 -1.986 -0.73 3.46 -3.00 0.293
H -1.193 0.822 -3.386 -0.66 -0.60 -1.22 0.312
```
Positions in Å, forces in eV/Å.



# 4
This record from the Open Molecules 2025 dataset describes a cluster of 2 separate species, C2H8N3S in total at a distorted geometry. The level of theory is ωB97M-V/def2-TZVPD.

Output
Charge ... +1
Molecular weight ... 106.17 Da
E_tot ... -643.08092 a.u.
Energy relative to the best compared isomer or geometry (same formula, charge and spin) ... 75.72 kcal per mole
Kohn-Sham gap (spin up / spin down) ... 5.8838 / 5.9418 eV

The geometry in XYZ format:
```
14
Properties=species:S:1:pos:R:3:forces:R:3:mulliken_charge:R:1
C -0.288 1.331 0.475 0.04 -0.89 1.31 0.685
C 0.322 -2.832 -1.212 1.71 -0.65 0.93 -0.734
N -0.418 1.846 1.712 -0.81 0.01 1.11 -0.419
N 0.429 2.119 -0.344 -1.34 -1.81 0.24 -0.286
N -0.708 0.111 0.316 1.94 -0.27 -3.94 -0.460
S 0.380 -1.287 -2.085 -0.26 -0.41 1.59 0.283
H 0.929 -3.745 -1.498 -0.24 1.21 -1.12 0.383
H -0.686 -3.190 -1.218 -0.68 -0.07 0.49 0.337
H 0.863 -2.778 -0.215 -1.21 0.65 -0.63 0.314
H 0.030 2.697 2.009 -0.25 -0.01 0.02 0.185
H -0.896 1.269 2.404 0.50 0.60 -0.29 0.190
H 0.811 2.836 0.164 1.35 2.20 0.45 0.148
H 0.661 1.991 -1.289 0.08 -0.45 -1.00 0.172
H -1.430 -0.369 0.780 -0.83 -0.11 0.83 0.203
```
Positions in Å, forces in eV/Å.